The following is a DFT calculation (ωB97M-V/def2-TZVPD) of a structure of composition C49H55As2N2OPS2Ta.

For the gap between HOMO and LUMO, the calculation gives 6.664 eV. The calculated total energy is -7750.36499 Eh. Its charge is +3. The HOMO energy is -15.93 eV. The value obtained for the LUMO energy is -9.3 eV.

Each line ends with the Mulliken charge.
Cartesian coordinates (Å):
Ta  -0.19  -0.14  -0.59  0.047
As  -0.13  1.78  1.36  0.890
As  2.45  0.93  -0.77  2.204
S  -0.63  2.77  -4.14  -0.090
S  -1.77  -1.29  -2.17  -0.471
P  -2.31  -1.15  1.29  2.041
O  0.42  -2.03  -0.54  0.444
N  0.96  -0.53  -2.75  1.008
N  0.11  -3.00  -1.44  0.378
C  2.79  2.08  -2.29  1.294
C  2.11  -1.84  -4.38  -1.342
C  -2.56  -2.98  1.26  0.318
C  -1.24  2.79  -1.66  -1.257
C  1.62  -0.64  4.97  -1.009
C  1.36  2.95  0.96  -0.616
C  0.83  -4.15  -1.37  -0.268
C  6.28  -1.68  -0.05  -0.707
C  3.43  2.37  -4.59  -1.039
C  -4.13  0.09  -0.54  -1.813
C  -2.75  2.98  1.28  0.287
C  0.47  1.33  4.19  -0.721
C  1.01  0.58  5.22  -0.739
C  1.78  -1.53  -3.07  -0.497
C  -2.13  -0.93  3.16  1.831
C  3.34  3.75  -4.44  -0.913
C  -2.78  -2.01  4.04  -1.849
C  -1.48  3.05  1.83  0.887
C  6.19  -0.92  -1.20  -0.882
C  0.74  0.00  -5.07  -0.539
C  4.09  -0.94  0.61  -0.683
C  -1.30  3.56  -2.78  -0.702
C  5.23  -1.69  0.86  -0.823
C  -1.29  -3.72  1.70  -1.318
C  -3.18  -3.64  0.04  -1.311
C  -0.46  -4.95  -3.21  -0.537
C  -0.62  1.51  -1.90  0.605
C  -0.89  -2.77  -2.31  0.750
C  2.72  3.46  -2.13  -0.969
C  1.68  -1.13  3.67  -0.511
C  -2.66  0.42  3.65  -1.951
C  -0.26  1.40  -3.23  0.419
C  0.54  0.85  2.89  1.386
C  -5.14  -1.10  1.44  -1.572
C  1.14  -0.38  2.64  -0.624
C  3.15  1.54  -3.52  -0.770
C  1.55  -1.08  -5.40  -1.137
C  -3.92  -0.33  0.92  0.937
C  -2.10  5.04  3.02  -1.033
C  0.55  -5.15  -2.26  -1.119
C  5.05  -0.16  -1.46  -0.593
C  -3.37  4.97  2.47  -0.807
C  -1.14  4.09  2.70  -1.441
C  2.99  4.29  -3.21  -1.092
C  2.63  2.16  0.71  -1.793
C  4.01  -0.17  -0.55  0.606
C  -1.17  -3.78  -3.23  -1.107
C  0.48  0.26  -3.73  0.530
C  -3.70  3.94  1.60  -0.936
H  -3.29  -3.07  2.06  1.085
H  2.04  -1.22  5.78  0.479
H  0.96  0.96  6.24  0.499
H  -5.27  -2.05  0.92  0.230
H  -0.68  -5.73  -3.92  0.526
H  1.76  -1.30  -6.43  0.537
H  2.90  1.56  1.58  0.868
H  7.18  -2.26  0.15  0.432
H  1.48  3.61  1.82  1.001
H  2.14  -2.09  3.47  0.617
H  3.25  0.47  -3.65  0.489
H  -4.69  3.89  1.16  0.542
H  -2.35  -2.99  3.95  0.419
H  -3.54  -4.63  0.33  0.541
H  -5.02  0.72  -0.60  0.486
H  1.16  -0.79  1.62  -0.272
H  -1.62  3.14  -0.72  0.889
H  -3.29  0.68  -0.93  0.310
H  -1.53  -4.76  1.92  0.628
H  5.02  0.45  -2.35  0.545
H  -5.10  -1.29  2.51  0.360
H  -3.84  0.59  1.51  -0.172
H  0.32  0.63  -5.84  0.594
H  -0.15  4.16  3.13  0.339
H  -3.02  2.18  0.60  0.791
H  2.94  5.37  -3.08  0.498
H  2.22  -2.08  -2.25  0.488
H  -2.34  1.27  3.06  0.229
H  -3.86  -2.09  3.89  0.231
H  -2.64  -1.70  5.08  0.517
H  -2.46  -3.80  -0.75  0.074
H  3.48  2.80  0.49  0.871
H  5.31  -2.27  1.77  0.488
H  3.29  -0.95  1.34  0.328
H  1.12  -6.07  -2.21  0.528
H  -1.06  -0.98  3.33  -1.058
H  -2.31  0.58  4.67  0.505
H  -1.84  5.84  3.70  0.481
H  3.56  4.41  -5.28  0.473
H  -6.03  -0.50  1.25  0.512
H  2.48  3.91  -1.18  0.383
H  -0.54  -3.73  0.90  -0.239
H  -1.97  -3.61  -3.94  0.590
H  3.72  1.95  -5.54  0.508
H  -4.28  -0.76  -1.20  0.268
H  -4.11  5.72  2.72  0.448
H  -1.72  4.55  -2.88  0.539
H  1.59  -4.19  -0.61  0.542
H  1.05  3.56  0.11  0.257
H  -0.02  2.27  4.41  0.516
H  -4.03  -3.09  -0.37  0.216
H  7.01  -0.90  -1.91  0.474
H  2.79  -2.65  -4.59  0.634
H  -0.81  -3.30  2.58  0.187
H  -3.75  0.42  3.68  0.465



The following is a DFT calculation (ωB97M-V/def2-TZVPD) of a structure of composition C32H46N7O3RuSSb.

As for the spin multiplicity: 5. For the gap between HOMO and LUMO (spin up / spin down), the calculation gives 7.483 / 6.645 eV. The calculated total energy is -2588.83189 Eh. Its charge is +2. The HOMO energy (spin up / spin down) is -13.58 / -14.06 eV. The value obtained for the LUMO energy (spin up / spin down) is -6.1 / -7.4 eV.

Each line ends with the Löwdin spin population.
Cartesian coordinates (Å):
Sb  1.16  0.24  2.93  0.520
Ru  -2.05  -0.19  -0.73  2.351
S  -2.53  -1.64  1.04  0.118
O  0.67  0.32  -0.12  0.100
O  3.08  0.13  -4.17  0.001
O  -0.95  -1.81  -3.77  0.004
N  -3.17  -1.31  -2.01  0.050
N  -2.06  1.17  0.74  0.010
N  -2.09  1.57  -1.82  0.024
N  -0.17  -0.75  -1.89  0.123
N  -2.76  -0.78  3.53  0.000
N  -2.20  0.86  2.06  0.037
N  1.05  -0.83  -3.93  0.006
C  -5.99  -3.64  -5.12  0.000
C  -1.90  2.42  0.40  0.086
C  2.71  2.69  2.03  0.007
C  -1.85  3.93  -1.61  0.013
C  -1.94  4.06  -2.99  0.015
C  1.91  0.90  5.88  0.028
C  -0.34  1.79  5.19  0.004
C  -5.34  -4.85  -5.34  0.003
C  -0.08  -1.18  -3.21  0.013
C  -2.18  1.69  -3.15  0.018
C  -4.24  -3.01  -3.62  0.003
C  1.39  -1.95  2.99  0.066
C  -5.45  -2.71  -4.26  0.003
C  4.17  1.06  3.34  0.027
C  -2.50  -0.40  2.27  0.024
C  0.66  0.65  5.06  0.092
C  1.62  -2.50  1.59  0.002
C  2.50  -2.34  3.96  0.029
C  -1.93  2.67  -1.05  0.012
C  -4.14  -5.14  -4.71  0.000
C  2.19  0.07  -1.95  0.004
C  3.21  -0.95  -1.38  0.001
C  -3.65  -2.07  -2.73  0.031
C  2.16  -0.17  -3.44  0.000
C  -2.11  2.92  -3.77  0.011
C  2.69  1.51  -1.70  0.001
C  -3.58  -4.22  -3.84  0.003
C  2.92  -2.40  -1.74  0.000
C  1.73  2.58  -2.21  0.000
C  3.05  1.23  2.33  0.075
C  -1.75  3.50  1.40  0.015
C  0.84  -0.13  -1.27  0.019
H  0.79  2.55  -1.66  0.000
H  1.06  -1.09  -4.90  0.001
H  -1.21  1.67  4.55  0.002
H  3.23  -0.82  -0.29  0.000
H  2.57  -2.15  1.19  0.000
H  2.98  -2.55  -2.82  0.000
H  0.82  -2.23  0.90  0.001
H  1.88  2.78  1.34  0.004
H  0.42  -2.27  3.37  0.000
H  3.64  1.60  -2.21  0.000
H  -5.95  -1.77  -4.07  0.000
H  -2.98  -0.07  4.21  0.000
H  2.86  1.63  -0.63  0.000
H  3.66  -3.06  -1.29  0.000
H  -1.89  5.03  -3.45  0.000
H  4.32  0.03  3.64  0.002
H  1.93  -2.72  -1.40  0.000
H  -2.73  3.93  1.65  0.006
H  2.69  0.15  5.75  0.001
H  2.50  -3.43  4.06  0.008
H  0.13  2.75  4.97  0.000
H  2.37  -1.92  4.95  0.001
H  1.64  0.89  6.94  0.009
H  -2.64  -4.42  -3.34  0.000
H  0.20  -0.30  5.34  0.002
H  -0.69  1.84  6.23  0.000
H  2.16  3.57  -2.10  0.000
H  1.51  2.43  -3.27  0.000
H  4.00  1.66  4.24  0.000
H  -6.92  -3.43  -5.62  0.000
H  2.46  3.23  2.95  0.000
H  2.34  1.88  5.67  0.001
H  -3.64  -6.08  -4.89  0.000
H  -2.29  0.77  -3.71  0.000
H  -2.19  2.99  -4.85  0.000
H  -5.78  -5.58  -6.02  0.000
H  -1.32  3.11  2.32  0.003
H  -1.72  4.80  -0.99  0.001
H  1.67  -3.59  1.64  0.000
H  -1.13  4.30  1.02  0.001
H  4.19  -0.66  -1.76  0.000
H  3.28  0.70  1.41  0.000
H  5.10  1.41  2.89  0.008
H  3.48  -2.05  3.58  0.000
H  3.58  3.18  1.58  0.000
H  -3.14  -1.70  3.68  0.000



The following is a DFT calculation (ωB97M-V/def2-TZVPD) of a structure of composition C26H33N3O3S.

For the gap between HOMO and LUMO, the calculation gives 7.926 eV. The calculated total energy is -1797.89684 Eh. The HOMO energy is -7.71 eV. The value obtained for the LUMO energy is 0.2 eV.

Each line ends with the Mulliken charge.
Cartesian coordinates (Å):
S  1.01  4.85  1.38  -0.295
O  2.79  -3.91  1.55  -0.383
O  -3.98  -1.33  0.96  -0.308
O  -2.72  1.00  0.69  -0.506
N  2.44  2.51  1.05  -0.422
N  0.07  2.37  0.67  0.436
N  0.79  -1.87  0.87  0.172
C  4.21  0.32  -2.05  0.622
C  -2.99  2.61  -1.11  -2.199
C  1.07  3.17  1.12  -0.074
C  -3.72  0.60  -0.28  0.805
C  0.38  -3.07  1.28  0.009
C  -4.78  1.02  -2.14  -0.240
C  -4.81  -2.62  1.19  -0.883
C  0.16  0.81  0.87  -1.053
C  4.09  1.21  0.38  0.012
C  2.95  -2.59  0.94  -1.099
C  -5.46  -0.11  -2.16  -0.881
C  4.60  0.43  -0.49  -0.740
C  3.14  1.17  -2.16  -0.436
C  1.43  -3.47  2.24  -1.266
C  -1.68  2.99  2.36  -1.313
C  -3.82  1.47  -1.40  0.876
C  -5.23  -1.08  -1.29  -0.509
C  -2.35  2.41  0.19  0.051
C  2.64  2.00  -1.38  -0.249
C  -0.25  -1.28  -0.33  -2.220
C  0.03  0.40  -0.40  0.230
C  1.88  -2.20  -0.17  0.133
C  -1.23  3.05  0.99  -0.155
C  -4.32  -0.66  -0.12  0.513
C  2.95  1.82  0.08  0.943
C  5.00  -0.51  -3.00  -2.101
H  4.67  -0.38  -4.00  0.444
H  1.78  -2.75  2.81  0.656
H  -1.69  2.16  2.89  0.503
H  -0.61  0.53  1.60  0.454
H  -5.90  -2.51  1.19  0.357
H  2.84  1.12  -3.23  0.174
H  -2.71  3.54  2.56  0.334
H  1.43  -4.70  2.66  0.233
H  -2.68  3.19  -1.73  0.751
H  2.26  -1.38  -0.66  -0.150
H  5.92  -0.54  -2.77  0.537
H  -0.78  3.63  3.26  0.212
H  0.16  -3.86  0.49  0.362
H  4.41  1.15  1.51  0.184
H  -4.76  1.81  -3.06  0.095
H  -0.42  -1.77  -1.17  0.944
H  1.66  -2.85  -1.05  0.156
H  -1.01  -1.31  0.33  0.715
H  1.20  0.77  1.51  0.422
H  4.14  -2.99  0.11  0.158
H  -0.74  0.53  -0.87  0.800
H  3.03  3.27  1.33  0.413
H  1.72  2.65  -1.63  0.220
H  -0.61  -2.85  1.94  0.272
H  -1.13  3.91  0.45  0.861
H  -5.99  -1.84  -1.02  0.297
H  -6.05  -0.28  -3.06  0.348
H  0.93  0.22  -0.96  -0.501
H  3.43  -1.98  1.47  0.880
H  4.63  -1.40  -2.91  0.590
H  -4.51  -3.18  2.07  0.267
H  -4.50  -3.31  0.27  0.327
H  5.57  -0.10  -0.62  0.215



Q: Number 2 is which compound?
A: C32H46N7O3RuSSb